Formula: C34H58BCaN11O
Source: the Open Molecules 2025 dataset
Level of theory: wB97M-V/def2-TZVPD

Properties
LUMO level: 0.30 eV
E_tot: -2710.5934 hartree
Energy relative to the best compared isomer or geometry (same formula, charge and spin): 0.0 kJ/mol
Gap between HOMO and LUMO: 9.039 eV
Largest force on an atom: 0.018 hartree/bohr

Atoms and positions in Å:
Ca -1.0233 0.4811 -1.0621
C 2.3530 -0.9803 -4.8228
C 1.2487 -1.0999 -3.7784
C 0.5046 -2.4323 -3.9146
C 1.7857 -0.9350 -2.3854
C 3.1049 -0.9410 -1.9225
C 3.0178 -0.7123 -0.5593
C 4.1601 -0.5495 0.4020
C 4.9275 -1.8635 0.5620
C 5.0839 0.5769 -0.0709
N 1.7075 -0.5945 -0.2501
N 0.9565 -0.7304 -1.3691
B 1.0869 -0.4966 1.1611
N 0.6609 0.9439 1.5484
N -0.1919 1.7078 0.8083
C -0.2771 2.8955 1.4033
C 0.5137 2.8997 2.5584
C 1.0975 1.6501 2.6153
C 2.0854 1.1968 3.6539
C 1.5615 1.4896 5.0612
C 3.4360 1.8809 3.4170
C -1.0572 4.0784 0.8890
C -0.1127 5.2740 0.7186
C -1.8054 3.8328 -0.4139
N -0.0685 -1.5066 1.3268
N -1.1582 -1.5108 0.5189
C -1.8852 -2.5769 0.8501
C -1.2502 -3.2859 1.8739
C -0.1001 -2.5713 2.1585
C 0.9286 -2.9241 3.1955
C 1.7678 -4.1122 2.7172
C 0.2566 -3.2266 4.5363
C -3.1709 -2.9162 0.1477
C -2.9674 -2.9238 -1.3694
C -3.7293 -4.2563 0.6159
H 1.9352 -1.0430 -5.8283
H 3.0779 -1.7897 -4.7099
H 2.8819 -0.0309 -4.7294
H 0.5327 -0.2859 -3.9393
H 1.1894 -3.2683 -3.7576
H 0.0689 -2.5331 -4.9112
H -0.2911 -2.5088 -3.1708
H 4.0062 -1.0648 -2.4988
H 3.7575 -0.2685 1.3742
H 5.3470 -2.1817 -0.3942
H 4.2734 -2.6584 0.9250
H 5.7489 -1.7419 1.2705
H 5.5401 0.3260 -1.0301
H 5.8855 0.7383 0.6527
H 4.5341 1.5104 -0.1982
H 1.9395 -0.8203 1.9175
H 0.6588 3.7146 3.2473
H 2.2283 0.1204 3.5683
H 1.4228 2.5611 5.2128
H 2.2707 1.1338 5.8103
H 0.6029 0.9969 5.2305
H 3.3399 2.9635 3.5151
H 3.8118 1.6703 2.4147
H 4.1735 1.5351 4.1441
H -1.7876 4.3368 1.6642
H 0.6547 5.0444 -0.0236
H 0.3898 5.5247 1.6524
H -0.6669 6.1512 0.3808
H -1.1143 3.6764 -1.2419
H -2.4152 4.7034 -0.6596
H -2.4643 2.9688 -0.3504
H -1.5791 -4.1939 2.3496
H 1.5932 -2.0742 3.3366
H 1.1367 -4.9895 2.5635
H 2.5327 -4.3654 3.4538
H 2.2610 -3.8814 1.7714
H -0.4077 -4.0887 4.4552
H -0.3339 -2.3745 4.8757
H 1.0081 -3.4512 5.2951
H -3.9104 -2.1486 0.3984
H -2.2179 -3.6708 -1.6391
H -2.6248 -1.9531 -1.7286
H -3.8981 -3.1708 -1.8859
H -3.0268 -5.0628 0.3959
H -4.6652 -4.4723 0.0996
H -3.9266 -4.2556 1.6887
N -2.7223 0.2350 -3.1706
C -4.1047 0.6601 -3.4496
C -4.5196 1.8003 -2.5191
C -5.2866 1.3473 -1.2742
C -4.6301 0.2345 -0.4714
N -3.3667 0.6603 0.1445
H -2.0927 0.9689 -3.4913
H -2.4969 -0.5729 -3.7443
H -4.7707 -0.1963 -3.3160
H -4.2068 0.9826 -4.4897
H -5.1589 2.4970 -3.0648
H -3.6229 2.3613 -2.2434
H -6.2727 0.9898 -1.5828
H -5.4649 2.2093 -0.6227
H -4.4110 -0.6079 -1.1293
H -5.3470 -0.1172 0.2795
H -3.0167 -0.0634 0.7691
H -3.5372 1.4750 0.7249
O -0.4857 1.9054 -2.7445
N 0.6934 2.1674 -2.2810
C 1.2317 3.2977 -2.6415
C 0.5765 4.2377 -3.4927
N 0.0096 4.9821 -4.1609
C 2.5207 3.6020 -2.1174
N 3.5615 3.8548 -1.6985

Löwdin population analysis, charges in e, atoms 1 to 5: Ca 1.329; C -0.071; C -0.374; C -0.060; C -0.278



Formula: C34H58BiN5O7S3Si4Te
Source: the Open Molecules 2025 dataset
Level of theory: wB97M-V/def2-TZVPD

Properties
LUMO level: -0.82 eV
E_tot: -4966.1367 hartree
Energy relative to the best compared isomer or geometry (same formula, charge and spin): 26.0 kJ/mol
Gap between HOMO and LUMO: 6.818 eV
Largest force on an atom: 0.026 hartree/bohr

Atoms and positions in Å:
Bi 1.2758 -0.3224 0.2777
O 2.2314 -2.8498 0.7278
C 3.4561 -3.2332 0.0897
C 4.6735 -2.9781 0.9564
C 4.7452 -1.5500 1.5143
C 4.1428 -1.4476 2.8885
C 4.8292 -0.8675 3.9485
C 4.2394 -0.8453 5.2004
C 2.9752 -1.3917 5.3605
C 2.3505 -1.9406 4.2522
N 2.9249 -1.9770 3.0469
H 2.4062 -2.6813 1.6739
H 3.5381 -2.6699 -0.8449
H 3.4096 -4.2901 -0.1751
H 5.5580 -3.1859 0.3509
H 4.6868 -3.6916 1.7848
H 4.2182 -0.8568 0.8466
H 5.7775 -1.2002 1.5527
H 5.8135 -0.4446 3.7882
H 4.7620 -0.4066 6.0428
H 2.4806 -1.4017 6.3241
H 1.3574 -2.3691 4.3177
C -4.8842 -1.1555 -3.2155
Si -3.2864 -0.7277 -2.3279
C -3.2648 1.1278 -2.0773
C -3.3325 -1.6687 -0.7131
Si -1.3925 -1.3721 -3.5437
Te 0.7564 -1.4894 -2.1940
Si -1.4718 -3.6931 -3.9528
C 0.1374 -4.3034 -4.6877
C -2.8710 -4.0712 -5.1441
C -1.7694 -4.6018 -2.3480
Si -1.2786 -0.2741 -5.6137
C -3.0556 -0.2440 -6.2234
C -0.3005 -1.3258 -6.8192
C -0.6299 1.4704 -5.7592
H -5.7100 -0.8934 -2.5430
H -4.9679 -2.2236 -3.4396
H -5.0190 -0.5990 -4.1461
H -3.8320 1.4056 -1.1810
H -3.7285 1.6210 -2.9390
H -2.2459 1.5096 -1.9833
H -3.9906 -1.1597 0.0031
H -2.3438 -1.7982 -0.2647
H -3.7371 -2.6715 -0.8805
H 0.3263 -3.8846 -5.6812
H 0.1073 -5.3952 -4.7753
H 0.9836 -4.0429 -4.0426
H -2.7350 -3.5628 -6.1055
H -3.8381 -3.7604 -4.7354
H -2.9198 -5.1487 -5.3388
H -1.0560 -4.2882 -1.5791
H -1.6536 -5.6798 -2.5039
H -2.7771 -4.4235 -1.9603
H -3.5339 -1.2280 -6.1699
H -3.0603 0.0786 -7.2709
H -3.6664 0.4625 -5.6516
H -0.7445 -2.3174 -6.9570
H 0.7385 -1.4608 -6.4995
H -0.2908 -0.8221 -7.7923
H -1.0186 2.1480 -4.9937
H -0.9548 1.8417 -6.7374
H 0.4653 1.4957 -5.7392
C 0.0258 1.2222 5.8734
C 0.6791 2.4024 5.2048
C -0.0861 3.4646 4.7213
C 0.5080 4.5403 4.0825
C 1.8896 4.5558 3.9301
C 2.6727 3.5169 4.4113
C 2.0600 2.4473 5.0441
S 2.6554 5.8748 3.0542
O 4.0126 5.9540 3.5122
O 1.7936 7.0224 3.0729
N 2.6129 5.3346 1.5032
C 3.6934 4.4553 1.0249
C 3.1838 3.6045 -0.1321
C 2.7970 2.1932 0.2727
O 2.9188 1.7821 1.4281
O 2.2939 1.4773 -0.6955
H -0.8592 1.5241 6.4346
H 0.7135 0.7262 6.5584
H -0.2872 0.4827 5.1333
H -1.1635 3.4503 4.8558
H -0.0818 5.3699 3.7103
H 3.7508 3.5546 4.3032
H 2.6672 1.6305 5.4168
H 2.3601 6.1056 0.8923
H 3.9482 3.7869 1.8452
H 4.5879 5.0164 0.7630
H 3.8942 3.5423 -0.9563
H 2.2727 4.0431 -0.5477
O -0.7372 -2.2318 3.8731
S -1.5471 -2.1519 2.6918
O -1.9530 -3.3492 2.0307
N -0.8141 -1.1125 1.6069
C -1.4504 0.0229 1.5124
S -0.8255 1.2745 0.5395
C -2.7175 0.0989 2.2854
C -3.6420 1.1242 2.3401
C -4.7804 0.9307 3.1144
C -4.9774 -0.2583 3.8109
C -4.0431 -1.2871 3.7577
C -2.9225 -1.0756 2.9838
H -3.4787 2.0444 1.7902
H -5.5275 1.7124 3.1740
H -5.8751 -0.3862 4.4023
H -4.1930 -2.2148 4.2953
N -0.5378 3.4571 -2.7708
N 0.1254 2.1882 -2.9011
H 0.1209 4.2086 -2.6019
H -1.1473 3.4058 -1.9681
H 0.8936 2.0982 -2.2479
H 0.5103 2.1479 -3.8329

Löwdin population analysis, charges in e, atoms 1 to 5: Bi 1.350; O -0.273; C -0.268; C -0.166; C -0.125



Formula: C34H58F9GaN4O2S2Si5Te
Source: the Open Molecules 2025 dataset
Level of theory: wB97M-V/def2-TZVPD

Properties
LUMO level: 4.07 eV
E_tot: -7035.6353 hartree
Total charge: -2
Energy relative to the best compared isomer or geometry (same formula, charge and spin): 257.0 kJ/mol
Gap between HOMO and LUMO: 4.838 eV
Largest force on an atom: 0.082 hartree/bohr

Atoms and positions in Å:
Ga 2.0032 0.7591 -0.6112
C 2.7175 -5.6764 -0.1616
C 2.3560 -4.5994 0.8632
N 1.4124 -3.6403 0.3149
C 0.0419 -3.7081 0.7937
C -0.1010 -3.1649 2.2135
C 1.9011 -2.5429 -0.3389
S 0.7982 -1.4257 -1.0099
N 3.2218 -2.5046 -0.5057
C 3.9412 -1.5049 -0.9572
O 3.5824 -0.2836 -1.0687
C 5.3346 -1.8513 -1.3026
C 6.2177 -0.8709 -1.7520
C 7.5496 -1.1644 -1.9853
C 8.0180 -2.4581 -1.8054
C 7.1382 -3.4542 -1.3966
C 5.8128 -3.1567 -1.1446
H 3.5160 -6.3148 0.2226
H 3.0593 -5.1998 -1.0794
H 1.8481 -6.2944 -0.3905
H 3.2605 -4.0744 1.1701
H 1.9065 -5.0650 1.7425
H -0.2820 -4.7538 0.7471
H -0.5951 -3.1250 0.1284
H 0.4842 -3.7528 2.9258
H -1.1481 -3.1815 2.5157
H 0.2441 -2.1319 2.2474
H 5.8380 0.1258 -1.9057
H 8.2213 -0.3794 -2.3101
H 9.0600 -2.6937 -1.9852
H 7.4947 -4.4697 -1.2658
H 5.1275 -3.9224 -0.8133
C 1.0732 2.9610 5.8220
C 1.9826 2.5007 4.7167
C 3.3282 2.8547 4.6630
C 4.0675 2.3002 3.6312
N 3.5415 1.5207 2.6996
C 2.2215 1.3145 2.7760
S 1.3858 0.3852 1.5826
N 1.4378 1.7351 3.7844
H 1.5185 2.7644 6.7983
H 0.1245 2.4382 5.7289
H 0.8901 4.0329 5.7291
H 3.7798 3.5023 5.4027
H 5.1361 2.4749 3.5528
C -1.0869 -0.0580 -3.4857
Si 0.1980 1.3390 -3.4966
C 1.6530 0.7876 -4.5918
C -0.6814 2.7845 -4.3829
C 0.8651 1.9340 -1.8420
H -1.4444 -0.2521 -4.5009
H -1.9405 0.1793 -2.8514
H -0.6521 -0.9784 -3.1011
H 1.3173 0.2811 -5.4989
H 2.2939 0.1000 -4.0358
H 2.2708 1.6386 -4.8861
H -0.9297 2.5106 -5.4110
H -0.0629 3.6826 -4.4211
H -1.6141 3.0420 -3.8792
H 0.0615 2.3824 -1.2548
H 1.5463 2.7542 -2.0818
C -4.1328 -3.1726 -1.5205
Si -4.8171 -2.2640 0.0173
C -6.7292 -2.3146 -0.1920
C -4.4693 -3.4834 1.4547
Si -3.7338 -0.1856 0.3306
Te -1.2080 0.0606 0.3320
Si -4.9679 1.2400 -1.1267
C -4.0174 2.8891 -1.2507
C -5.1910 0.6028 -2.9252
C -6.7607 1.7440 -0.6434
Si -4.5954 0.4365 2.4504
C -3.6849 -0.4762 3.8593
C -4.2706 2.2847 2.7860
C -6.4659 0.2320 2.8639
H -4.3944 -4.2318 -1.5620
H -3.0440 -3.0907 -1.5059
H -4.4785 -2.6998 -2.4412
H -7.1228 -3.3244 -0.3189
H -7.0286 -1.7224 -1.0585
H -7.2120 -1.8705 0.6798
H -4.6080 -4.5324 1.1869
H -5.0988 -3.2702 2.3205
H -3.4310 -3.3522 1.7646
H -2.9503 2.6641 -1.3143
H -4.1635 3.4747 -0.3417
H -4.2859 3.5163 -2.1027
H -4.2235 0.5133 -3.4203
H -5.8202 1.2510 -3.5384
H -5.6425 -0.3916 -2.9153
H -6.7531 2.2940 0.2988
H -7.3724 0.8525 -0.4947
H -7.2501 2.3674 -1.3936
H -2.6182 -0.4570 3.6244
H -3.9889 -1.5219 3.9322
H -3.8273 -0.0145 4.8382
H -3.2184 2.4869 2.5799
H -4.4809 2.5884 3.8127
H -4.8618 2.9161 2.1206
H -6.7582 -0.8196 2.8607
H -7.0727 0.7354 2.1102
H -6.7277 0.6497 3.8377
F 6.2252 4.2490 -0.1244
C 5.2523 3.5069 0.4742
F 4.8894 4.2076 1.5648
F 5.8426 2.3882 0.8904
C 4.0310 3.2354 -0.4756
O 3.2080 2.3199 0.0008
C 3.2928 4.6272 -0.6394
F 2.6823 4.7632 -1.8323
F 4.1107 5.7033 -0.5258
F 2.3489 4.7728 0.2907
C 4.6689 2.8770 -1.8772
F 3.8860 2.0693 -2.5849
F 5.8719 2.2774 -1.7659
F 4.9060 3.9670 -2.6519

Löwdin population analysis, charges in e, atoms 1 to 5: Ga 0.036; C -0.087; C -0.226; N -0.127; C -0.250



Formula: C34H59ClNO12S2
Source: the Open Molecules 2025 dataset
Level of theory: wB97M-V/def2-TZVPD

Properties
LUMO level: -1.85 eV
E_tot: -3544.8680 hartree
Total charge: +1
Gap between HOMO and LUMO: 8.963 eV
Largest force on an atom: 0.036 hartree/bohr

Atoms and positions in Å:
C -5.0048 -2.7970 -0.3373
C -3.7609 -2.7949 -1.2175
C -3.9531 -2.7792 -2.5900
C -2.8347 -2.7741 -3.4038
C -1.5399 -2.8147 -2.8826
C -0.3678 -2.7990 -3.8903
C 0.2897 -4.2172 -4.1091
C 0.7005 -1.7353 -3.5718
C -1.3601 -2.8646 -1.5004
O -0.0528 -2.9494 -1.0402
C 0.1198 -2.5795 0.3146
C -0.0308 -1.0640 0.5707
N 0.3072 -0.2274 -0.6014
C 1.7492 0.1349 -0.6981
C 2.2769 0.8581 0.5632
C 2.8173 2.2704 0.2885
C 4.3791 2.1781 0.1685
C 5.0343 2.3830 1.5704
C 5.5003 1.0733 2.1893
O 6.3244 0.3316 1.7062
O 4.9320 0.7677 3.4155
C 1.1823 0.8110 1.6952
O 1.7098 1.4288 2.8378
C 0.7231 2.0302 3.6961
C 0.8750 3.5428 3.8914
C 1.0027 4.3644 2.5879
C -0.2356 4.0155 4.8722
C -1.5921 4.4606 4.2607
C -2.1256 3.6108 3.0949
C -1.6391 5.9841 3.8803
C 0.8111 -0.6938 1.8472
C -0.0653 -1.0688 3.0626
C 0.8380 -1.2462 4.3120
C 0.0845 -0.9886 5.6309
Cl 1.3963 -2.9841 4.3839
C -2.4929 -2.8370 -0.6925
H -5.3020 -1.7559 -0.1471
H -5.8197 -3.2570 -0.9093
H -4.8841 -3.3573 0.5950
H -4.9484 -2.7701 -3.0270
H -2.9765 -2.7633 -4.4836
H -0.7855 -2.5128 -4.8652
H 1.1490 -4.3520 -3.4457
H 0.5465 -4.2676 -5.1729
H -0.5102 -4.9405 -3.9135
H 1.3905 -1.5599 -4.4062
H 0.2436 -0.7625 -3.3136
H 1.3227 -2.0292 -2.7139
H -0.5158 -3.1405 1.0104
H 1.1455 -2.8674 0.5862
H -1.0656 -0.8214 0.8500
H -0.2470 0.6340 -0.5244
H 0.0336 -0.6381 -1.5052
H 1.8683 0.7334 -1.6093
H 2.2995 -0.8020 -0.8523
H 3.1079 0.2541 0.9585
H 2.4614 2.6289 -0.6870
H 2.6366 2.9686 1.1027
H 4.7023 1.2076 -0.2304
H 4.7596 2.9380 -0.5247
H 4.3585 2.8566 2.2921
H 5.8855 3.0666 1.4570
H 5.6328 0.5815 4.0547
H 0.3313 1.4115 1.3044
H -0.2696 1.7137 3.3558
H 0.8616 1.5764 4.6891
H 1.8282 3.6781 4.4271
H 0.5680 3.8601 1.7172
H 2.0779 4.4565 2.3694
H 0.6366 5.3923 2.6729
H -0.4554 3.1618 5.5381
H 0.1293 4.8143 5.5304
H -2.3363 4.3594 5.0663
H -2.2311 2.5460 3.3516
H -3.1517 3.9512 2.8810
H -1.5663 3.7131 2.1574
H -0.7951 6.4971 4.3484
H -2.6109 6.3807 4.1939
H -1.6275 6.0744 2.7837
H 1.7587 -1.2516 1.8813
H -0.8897 -0.3749 3.2625
H -0.4806 -2.0711 2.8895
H 1.7565 -0.6576 4.2542
H 0.1324 0.0565 5.9576
H -0.9650 -1.3038 5.5872
H 0.5545 -1.5839 6.4231
H -2.4093 -2.8505 0.3937
C -1.1934 5.8332 -2.0295
C 0.0277 5.7645 -1.1389
O 0.0784 4.3933 -0.7110
S -0.4915 3.4540 -1.8750
O 0.6059 2.9277 -2.6079
O -1.4897 2.6104 -1.3102
O -1.1900 4.5889 -2.7491
H -2.1128 5.8856 -1.4435
H -1.1574 6.6712 -2.7202
H -0.0396 6.4313 -0.2834
H 0.9417 5.9804 -1.6960
C -0.4711 -7.6466 -6.5729
C -1.6954 -8.5218 -6.7330
O -2.7882 -7.6933 -6.3170
S -2.4744 -6.1649 -6.6880
O -3.1030 -5.8624 -7.9192
O -2.5863 -5.3685 -5.5196
O -0.9002 -6.3426 -6.9780
H -0.1519 -7.5935 -5.5294
H 0.3603 -7.9809 -7.1884
H -1.6476 -9.4229 -6.1275
H -1.8551 -8.7949 -7.7783

Löwdin population analysis, charges in e, atoms 1 to 5: C -0.039; C -0.270; C -0.032; C -0.015; C -0.126



Question: The lowest largest force on an atom belongs to which entry?
Answer: C34H58BCaN11O